# 1
ORCA calculation (ωB97M-V/def2-TZVPD) on a 7-piece molecular cluster, C23H45ClO9S6 overall at a distorted geometry.

Geometry as XYZ:
```
84
Properties=species:S:1:pos:R:3:forces:R:3
C 1.524 1.884 -0.938 0.264 0.127 0.114
C -4.135 3.611 0.510 0.036 -0.024 0.077
H -3.540 -4.724 -1.682 0.015 0.028 0.032
H 4.194 7.246 -1.521 -0.020 -0.027 0.017
H 3.478 0.652 -3.211 -1.673 -0.267 -0.222
H 3.018 -1.420 -1.626 1.252 -0.446 -1.094
O 4.284 -3.093 0.985 0.048 0.044 0.008
C 5.128 -5.567 0.588 0.075 -0.069 0.009
C -0.919 1.266 0.374 -0.007 -0.041 -0.022
S 2.051 6.262 -1.935 -0.102 0.010 -0.140
O -3.771 -1.998 -0.675 -0.257 -0.111 0.047
H 4.221 -6.831 7.808 0.000 0.022 -0.008
H -4.894 -3.866 -2.460 0.012 0.040 0.019
H 4.134 6.337 -3.054 -0.037 -0.024 -0.009
O 2.393 5.114 -1.045 0.097 0.175 -0.001
C 3.331 0.650 -2.134 0.448 -0.376 0.310
O 0.011 -2.498 -2.183 0.021 0.091 0.547
C -6.282 -2.742 -0.299 -0.084 0.016 -0.056
S -1.087 4.058 -3.677 0.028 -0.100 -0.059
C -0.289 2.610 0.487 -0.104 0.021 0.224
C -4.557 -4.361 -1.550 -0.029 -0.050 -0.077
H -0.692 4.835 -1.476 0.021 -0.046 -0.017
H 2.501 -9.009 6.409 0.031 0.011 -0.033
H 1.358 8.498 -1.463 -0.022 -0.015 -0.019
C 4.589 -7.197 6.849 0.041 -0.035 0.079
O -5.139 3.562 -1.926 0.053 -0.040 -0.014
H -5.988 1.600 -0.078 0.032 0.025 -0.028
O -0.259 5.088 -4.363 -0.028 0.060 -0.009
C -0.221 -2.031 -1.119 -0.063 -0.198 -0.624
H 3.040 -6.098 2.438 0.041 -0.014 0.024
H 5.562 -5.338 -0.383 -0.029 0.034 -0.006
H -2.292 4.067 -1.627 -0.006 -0.014 -0.048
H 1.236 -8.008 5.651 0.019 0.027 -0.027
H -7.467 2.506 -0.497 0.011 0.033 -0.020
H -6.889 -3.621 -0.082 0.009 -0.003 0.018
H -3.375 4.343 0.251 0.012 0.008 0.051
H 2.236 7.767 -0.081 0.010 -0.038 -0.005
H 5.478 -6.639 6.561 -0.019 0.016 -0.034
C 1.499 7.597 -0.867 0.032 0.063 0.092
H -1.788 -0.812 -1.729 -0.022 -0.103 0.011
Cl 0.510 -2.746 0.356 0.037 0.148 0.037
H 4.780 -6.600 0.603 -0.012 0.005 0.002
H -5.215 -5.192 -1.296 0.013 -0.006 0.016
H -1.709 1.022 1.075 -0.081 0.079 -0.048
H 3.391 7.952 -2.960 -0.019 -0.018 -0.023
O 0.541 0.588 -2.680 0.082 -0.117 0.045
C -2.721 4.111 -4.419 -0.096 -0.058 -0.019
H 3.094 2.810 -2.078 -0.037 0.102 0.123
H -2.629 3.758 -5.444 0.060 0.000 0.002
H 1.807 -7.611 7.290 -0.008 0.019 -0.010
H -6.758 2.683 1.127 -0.001 0.024 -0.004
S -5.557 3.906 -0.539 -0.028 0.047 0.025
H -4.409 3.732 1.558 -0.026 0.023 -0.010
H 4.188 -4.921 3.135 0.027 0.008 -0.034
S 3.730 -4.464 0.834 -0.028 -0.005 -0.041
H 1.782 3.449 0.438 -0.242 0.229 0.015
S -4.543 -3.181 -0.199 0.011 -0.039 0.024
S 3.339 -6.925 5.588 -0.014 0.043 0.005
H -3.395 3.461 -3.860 0.003 0.048 0.035
H -6.503 -2.359 -1.296 0.042 0.006 -0.006
C 1.108 2.712 0.025 -0.020 -0.464 -0.217
H -6.474 -1.972 0.444 0.039 -0.005 0.017
O 3.821 -7.596 4.352 0.012 -0.083 0.018
C 3.326 -5.048 2.480 -0.093 -0.011 0.042
O -0.924 3.544 0.939 0.121 0.089 0.212
H 3.575 2.021 -0.548 -0.034 0.306 -0.024
H 4.821 -8.260 6.907 -0.017 -0.005 -0.043
C 2.948 1.936 -1.445 1.219 -0.240 -0.165
C -6.539 2.530 0.070 -0.026 -0.108 0.008
H 2.492 -4.453 2.849 0.008 0.048 -0.060
H -1.821 -1.185 -0.011 0.029 0.101 0.065
C 3.601 7.034 -2.411 0.105 0.039 0.053
C -1.582 4.745 -2.098 0.019 0.098 0.097
C -0.538 0.437 -0.591 0.308 -0.198 0.407
H 0.551 7.297 -0.425 0.000 -0.037 -0.021
C 2.098 -8.001 6.315 -0.039 -0.061 0.067
C 3.538 -0.487 -1.419 0.070 0.279 -0.088
H -2.032 5.727 -2.255 -0.010 -0.015 -0.040
H 5.865 -5.401 1.373 -0.022 0.033 0.013
H 4.237 -0.519 -0.585 -1.277 0.426 1.083
C 0.536 0.919 -1.519 -0.133 0.205 -0.154
H -3.088 5.137 -4.411 0.032 0.009 0.015
C -1.172 -0.898 -0.831 -0.065 0.240 -0.476
H -3.750 2.607 0.330 -0.012 0.005 -0.054
```
Forces are in eV/Å.

Output
HOMO-LUMO gap: 7.02 eV
F_max: 1.727 eV Å⁻¹

=====

# 2
ORCA calculation (ωB97M-V/def2-TZVPD) on a 10-piece molecular cluster, C23H46Cl4F6O21P overall at a distorted geometry.

Geometry as XYZ:
```
101
Properties=species:S:1:pos:R:3:forces:R:3
H 2.260 -4.703 2.264 0.136 -0.233 0.431
C -4.766 0.060 0.681 0.863 -0.136 0.457
O -1.551 -4.526 1.710 4.800 -0.807 1.715
H -0.659 5.654 -3.221 0.302 -0.386 -0.167
H -5.626 -0.416 1.152 -0.208 -0.493 -0.721
O -4.374 -0.326 -0.627 -0.655 0.527 -1.397
H -0.464 2.130 3.235 -0.887 0.143 -0.612
H 2.806 -1.834 -1.142 0.358 -0.291 -0.415
H -4.979 1.124 0.583 0.236 -0.049 0.236
C 1.826 -5.653 1.950 1.043 0.632 0.001
C 6.937 0.870 -2.265 -0.930 -0.052 -0.640
C -4.789 6.660 -1.441 -0.658 -0.396 1.674
H 1.953 -3.127 -0.309 0.198 -0.141 -0.265
O 2.348 2.331 3.950 1.388 -1.535 1.775
O -3.868 -2.467 -0.130 -0.431 1.595 -1.612
H 6.220 1.009 -3.074 -0.184 -0.735 -0.072
C -0.752 -6.977 -1.106 -1.002 -0.788 0.117
C 3.601 3.209 6.265 0.603 0.336 0.115
H 4.263 3.812 5.643 -0.363 0.258 -0.140
O -3.693 5.760 -1.355 0.716 0.599 -1.933
H 1.333 -0.081 3.410 0.157 0.133 -0.555
H -4.666 7.264 -0.542 -0.182 0.927 -0.531
H 2.920 -0.172 2.456 -0.317 0.308 0.059
H -4.845 7.153 -2.411 0.798 0.129 0.273
H -0.323 -0.237 -3.567 -0.507 0.450 -0.056
H -5.779 6.227 -1.300 0.182 -0.776 -0.021
C -0.432 3.094 -3.737 0.742 -0.715 0.898
O 4.309 0.394 -1.549 1.186 0.174 0.423
C 5.059 1.104 -0.901 -3.392 0.124 -0.538
O 6.309 1.346 -1.079 2.862 0.553 -0.229
O 0.187 -3.888 3.066 1.323 -0.306 0.782
H -2.892 2.825 0.791 0.356 -0.577 0.078
O 3.042 0.202 4.520 0.564 2.104 0.718
H 1.839 -6.422 2.722 -0.177 0.200 0.236
O 3.672 1.862 5.814 -1.138 -0.624 -1.086
C 0.143 0.748 -3.563 1.786 0.270 0.583
C 2.962 1.547 4.679 -0.506 0.212 -0.553
O -1.746 -3.975 -2.708 1.059 0.138 -1.251
O -2.373 -4.728 -0.730 0.973 -1.049 -2.341
F -1.498 -1.833 0.936 1.442 0.975 -0.766
O -3.487 -1.654 -2.229 -0.313 -1.866 2.184
O -2.523 4.073 -0.749 0.373 0.759 -0.573
O -1.566 3.812 -3.749 0.081 0.819 -0.605
H 0.210 -7.488 -1.149 0.326 0.779 0.156
C -3.912 -1.545 -0.920 0.430 -1.449 0.701
F -0.163 -2.044 -0.949 0.761 -0.437 0.699
P -0.287 -0.956 0.238 -2.137 0.981 -1.176
H 2.723 2.705 -0.171 0.391 0.171 -0.230
H -2.347 5.714 -3.461 -0.224 -0.595 -0.075
H 2.457 -6.003 1.133 -0.274 -0.087 -0.196
C -0.636 -3.779 -3.606 0.317 -0.237 -0.132
C -2.347 2.783 -0.152 -0.182 -0.122 -0.060
H -1.127 -6.842 -0.092 0.256 0.265 -0.068
H -1.315 5.637 -4.875 0.196 -0.582 -0.171
H 0.901 0.805 -4.344 -0.086 0.013 -0.215
H -1.404 -7.683 -1.620 -0.404 -0.032 0.039
H -1.275 2.597 -0.090 -0.154 0.263 0.415
C -0.559 3.191 3.464 0.807 -0.107 0.727
H 0.022 3.253 4.384 0.108 0.624 -0.273
H -1.010 -3.176 4.709 -0.105 -0.643 -0.372
F 0.850 -1.656 1.180 -0.397 0.147 -0.692
C -0.536 -2.867 3.777 -0.808 0.802 -1.257
H 4.027 3.231 7.268 -0.028 -0.301 -0.021
Cl 4.121 -2.890 0.509 0.039 -0.019 -0.299
C -3.640 4.732 -0.537 -2.294 -1.275 1.499
H 3.178 2.163 1.449 0.262 0.204 -0.054
H -0.774 -2.826 -4.117 -0.168 0.078 0.412
C 2.896 -2.861 -0.787 -0.563 -0.276 0.402
O -4.549 4.438 0.245 1.422 0.368 -0.971
H 2.815 1.003 0.196 0.074 -0.006 -0.113
H 7.745 1.520 -2.601 0.331 -0.073 0.961
Cl 0.209 4.138 2.168 -0.260 -0.224 0.367
C -3.540 -0.633 -3.162 -0.163 1.432 0.760
C 2.385 -0.365 3.386 -0.177 -0.762 0.395
O 0.544 -5.411 1.440 -1.421 0.125 -0.072
Cl 3.221 -4.080 -2.087 -0.049 0.814 0.593
O -0.788 1.797 -3.679 -1.546 0.859 -0.585
H 0.339 -3.809 -3.119 -0.214 0.319 0.449
H -2.717 2.024 -0.841 -0.356 0.018 0.182
O 4.660 1.922 0.073 0.812 0.224 0.308
O 0.700 3.524 -3.684 -0.744 -0.171 -0.382
C 3.297 1.963 0.385 -1.650 -0.776 0.626
H 7.218 -0.170 -2.098 0.144 0.129 -0.441
O -0.753 -5.788 -1.866 2.013 -0.648 -1.444
H 0.071 -2.000 4.037 0.936 -0.582 -0.135
H -3.114 0.251 -2.687 0.024 0.349 -0.409
C -1.444 5.254 -3.862 -0.006 0.182 0.791
H -3.919 -0.170 1.328 0.033 0.411 0.229
H 2.593 3.618 6.335 -0.010 -0.172 -0.413
H -1.212 -2.419 3.048 -0.623 -0.359 0.346
H -2.927 -0.903 -4.022 -0.241 -0.186 0.043
H -4.585 -0.439 -3.402 0.032 0.165 -0.499
H 0.668 0.863 -2.614 -0.016 -0.202 0.003
C -0.347 -4.608 2.069 -4.657 1.095 -0.920
H -0.527 -4.518 -4.399 -0.618 -0.440 0.054
F -0.536 0.191 1.370 0.319 -0.096 -0.105
H 2.464 -1.428 3.612 -0.165 -0.028 -0.338
F -1.327 -0.146 -0.807 -0.622 -0.504 1.227
F 0.815 0.003 -0.508 0.940 -0.695 0.952
C -1.659 -4.857 -1.717 -2.531 1.299 3.477
Cl -2.185 3.792 3.883 0.243 -0.441 -0.372
```
Forces are in eV/Å.

Output
total charge: -1
relative energy (zero: lowest compared OMol25 entry of this formula, charge and spin): 0.0000 eV
HOMO-LUMO gap: 8.92 eV
F_max: 5.161 eV Å⁻¹

=====

Number 1: E_HOMO -0.2752 Eh. Number 2: E_HOMO -0.2461 Eh.